Arrangement i

Formula: C4H13NOS
Source: OMol25
Level of theory: ωB97M-V with the def2-TZVPD basis set

## Properties
LUMO   0.9 eV
Kohn-Sham gap   9.84 eV
SMILES string   C[C@@H](N)CCS.O
Total charge   0

The geometry in XYZ format:
```
20
C4H13NOS | OMol25 | ωB97M-V with the def2-TZVPD basis set
S -0.4615 1.0882 -0.8664
H 0.3276 -3.6054 -0.1162
C 0.4008 -1.9654 1.2718
H -1.7746 1.2466 -1.0223
H 0.4378 4.2410 -3.0192
C -0.8067 -1.1215 0.8652
H 0.0136 3.8227 -1.6179
N 1.5719 -1.5195 0.5284
H -1.3797 0.8947 1.3504
C -0.5787 0.3933 0.8278
C 0.0842 -3.4322 0.9317
H -1.7612 -1.3723 1.3219
H -0.9750 -1.4092 -0.1690
H 0.7527 -4.0646 1.4953
H 0.4648 -1.9254 2.3694
H 2.0495 -2.3257 0.1545
H 2.1297 -0.8493 1.0270
H 0.3961 0.6459 1.2175
O 0.2151 4.5982 -2.1552
H -0.9730 -3.6606 1.0328
```

natural (NBO) atomic charge list, values in e, 5 entries: -0.06 0.20 -0.04 0.12 0.47

Arrangement ii

Formula: C4H13NOS
Source: OMol25
Level of theory: ωB97M-V with the def2-TZVPD basis set

## Properties
LUMO   0.8 eV
Kohn-Sham gap   9.40 eV
SMILES string   CSCCCN.O
Total charge   0

The geometry in XYZ format:
```
20
C4H13NOS | OMol25 | ωB97M-V with the def2-TZVPD basis set
N 0.0275 1.6952 -1.6293
H 0.6047 0.4408 1.8978
H -2.4319 -0.3024 -0.8486
H -0.2231 1.1320 -2.5218
C -1.0954 -1.4139 0.1593
H -1.4607 1.8071 -0.1955
H 3.2809 -0.3234 -0.9265
H -0.0740 1.0510 0.4113
H 1.8480 0.4557 -0.4759
H 1.4933 -0.9559 2.9293
H -1.5648 -1.2481 1.1086
C -1.2904 -0.2576 -0.8305
H -0.5030 2.5896 -1.8043
H -1.3917 -2.3962 -0.3046
H -0.6704 -0.4959 -1.8718
H -0.2294 -0.7725 2.9085
S 0.7438 -1.7221 0.6226
C -0.6504 1.0481 -0.4971
C 0.6631 -0.6458 2.2469
O 2.9238 0.3145 -0.3783
```

natural (NBO) atomic charge list, values in e, 5 entries: -0.83 0.21 0.23 0.35 -0.47

Which of them is least stable? Easy: arrangement ii.

Arrangement i

Formula: C5H7N
Source: OMol25
Level of theory: ωB97M-V with the def2-TZVPD basis set

## Properties
LUMO (spin up / spin down)   1.0 / -2.0 eV
Kohn-Sham gap (spin up / spin down)   5.35 / 8.11 eV
Total charge   0
Multiplicity   3

The geometry in XYZ format:
```
13
C5H7N | OMol25 | ωB97M-V with the def2-TZVPD basis set
C 0.9708 0.4320 2.6809
H -1.5412 1.2304 0.7814
H 0.4791 0.2232 3.5847
H -2.3541 0.1984 -0.4319
C -1.5094 0.2746 0.2573
C 0.6157 -0.8971 -2.4833
H -1.5813 -0.5211 0.9995
N -0.2466 0.1921 -0.4080
H 1.0647 -1.8736 -2.4534
C 1.4704 0.6475 1.6172
H 1.9556 0.8575 0.7116
C 0.0592 -0.3829 -1.4298
H 0.6172 -0.3811 -3.4261
```

natural (NBO) atomic charge list, values in e, 5 entries: -0.25 0.21 0.23 0.20 -0.42

Arrangement ii

Formula: C5H7N
Source: OMol25
Level of theory: ωB97M-V with the def2-TZVPD basis set

## Properties
LUMO (spin up / spin down)   1.0 / -1.1 eV
Kohn-Sham gap (spin up / spin down)   7.78 / 8.79 eV
Total charge   0
Multiplicity   3

The geometry in XYZ format:
```
13
C5H7N | OMol25 | ωB97M-V with the def2-TZVPD basis set
H 1.6028 -1.7191 0.2614
H 2.1088 -0.5496 -0.9640
C -0.4442 1.2357 0.3029
H -1.8354 -0.2747 -1.3714
H -0.1522 0.1014 -2.1684
C 1.4010 -0.7170 0.0290
C -0.6958 0.2471 1.3258
H 1.8688 -0.0851 0.8130
C -0.8548 0.1792 -1.3251
H -0.1282 0.2689 2.3347
N -1.1678 1.4888 -0.7570
H -1.7378 0.0369 1.5644
C 0.0348 -0.2126 -0.0453
```

natural (NBO) atomic charge list, values in e, 5 entries: 0.23 0.21 0.08 0.21 0.22

Which of them is least stable? Easy: arrangement i.

Arrangement i

Formula: C3H9N3S
Source: OMol25
Level of theory: ωB97M-V with the def2-TZVPD basis set

## Properties
LUMO   0.7 eV
Kohn-Sham gap   9.05 eV
SMILES string   CN(C)NC(N)=S
Total charge   0

The geometry in XYZ format:
```
16
C3H9N3S | OMol25 | ωB97M-V with the def2-TZVPD basis set
H -0.1275 0.7801 -1.2500
H 1.8143 0.7821 -0.8066
N 0.2952 -0.3509 0.2039
H 1.7075 -1.0756 -1.2257
C -1.8117 0.7892 -0.0840
H -1.3537 -0.4003 1.5091
H 2.4571 -0.0766 0.7555
H 1.2849 -2.3245 -0.0101
C 1.4588 0.4804 0.3444
H -2.7740 0.6719 1.6902
N -2.2050 0.0433 1.0043
C 0.8506 -1.4486 -0.6246
H 1.4327 1.6214 0.9813
S -2.3990 2.1773 -0.7987
H 0.0315 -1.9034 -1.1917
N -0.6618 0.2342 -0.4973
```

natural (NBO) atomic charge list, values in e, 5 entries: 0.36 0.16 -0.31 0.19 0.28

Arrangement ii

Formula: C3H9N3S
Source: OMol25
Level of theory: ωB97M-V with the def2-TZVPD basis set

## Properties
LUMO   0.7 eV
Kohn-Sham gap   8.65 eV
SMILES string   NC[C@H](N)C(N)=S
Total charge   0

The geometry in XYZ format:
```
16
C3H9N3S | OMol25 | ωB97M-V with the def2-TZVPD basis set
H -1.7505 -0.9215 0.8956
N -1.5434 0.0609 0.7396
H 1.7624 1.6513 1.6028
S 2.6888 1.2710 -0.9789
H 0.2307 0.7617 1.5123
C 0.4370 -0.3001 -0.7533
H -2.3949 0.5808 0.8503
H 0.0926 -2.3489 -0.6853
N 0.6519 -1.6089 -0.2373
H -1.6674 -0.3383 -1.3949
H -1.0702 1.2773 -0.8517
N 1.1519 0.9839 1.1429
C 1.4038 0.7071 -0.1230
H 0.6499 -0.3480 -1.8406
H 0.4183 -1.6103 0.7643
C -1.0611 0.1820 -0.6429
```

natural (NBO) atomic charge list, values in e, 5 entries: 0.36 -0.86 0.41 -0.17 0.43

Arrangement iii

Formula: C3H9N3S
Source: OMol25
Level of theory: ωB97M-V with the def2-TZVPD basis set

## Properties
LUMO   0.9 eV
Kohn-Sham gap   8.86 eV
SMILES string   CN/C(=N\N)SC
Total charge   0

The geometry in XYZ format:
```
16
C3H9N3S | OMol25 | ωB97M-V with the def2-TZVPD basis set
S -0.2408 0.3396 -1.9811
H -2.5975 -1.3163 1.5569
N 0.9925 0.2406 0.3807
C 1.3225 1.1503 -2.2155
H 0.8096 -1.1546 1.7749
N -1.0052 -1.0511 0.2320
H 2.1082 0.4922 -1.8654
H -2.5476 0.3501 0.8704
H -1.4808 -1.4859 -0.5713
H 2.0158 -0.0516 2.0453
C -1.9364 -0.4947 1.2167
H 1.4986 1.3997 -3.2729
H -1.3332 -0.1309 2.0556
N 1.0591 -0.1832 1.6901
H 1.3633 2.0760 -1.6426
C -0.0282 -0.1800 -0.2738
```

natural (NBO) atomic charge list, values in e, 5 entries: 0.21 0.20 -0.33 -0.75 0.35

Which of them is least stable? Easy: arrangement i.

Arrangement i

Formula: C29H26N3O
Source: OMol25
Level of theory: ωB97M-V with the def2-TZVPD basis set

## Properties
LUMO   -5.5 eV
Kohn-Sham gap   4.52 eV
Total charge   +1

The geometry in XYZ format:
```
59
C29H26N3O | OMol25 | ωB97M-V with the def2-TZVPD basis set
N -0.3839 -0.3941 -4.2897
C 1.3613 0.2485 -3.0823
N 0.3818 -0.2281 -2.2084
H 3.6235 -4.0271 2.4306
H 4.6935 2.3914 -1.9550
H 6.2224 2.2263 -2.9048
C 2.2248 -1.0352 1.6822
H 3.3609 1.5670 -6.1869
C 3.1468 -1.9347 2.2018
C -0.6426 -0.6345 -2.9721
C 5.2573 1.7693 -2.6683
C 0.6792 -2.8511 1.1527
H -6.0400 -1.0952 0.2037
H -0.3008 -3.1966 0.8406
C -1.3209 -0.3886 1.0951
C -6.4686 -0.8022 1.1661
H 1.4317 4.1944 1.7449
H -0.3559 2.5961 1.0659
N -5.4685 -0.1375 1.9745
C -2.1221 0.6537 0.5846
H -6.7700 0.8554 3.2599
C 3.3544 1.2005 -4.0633
H -1.5608 -1.1344 -2.6958
H 1.4815 -4.8259 1.4806
C 0.1150 -0.3291 0.9834
C 0.9650 -1.4851 1.1695
C 0.8656 0.1705 -4.4009
H -1.6484 1.4118 -0.0350
C 1.5152 0.6272 -5.5235
H -4.1062 1.5167 0.4255
H 1.0280 0.5762 -6.4904
C -3.4784 0.7249 0.8399
C 1.6186 3.1206 1.7666
C -4.1010 -0.2299 1.6761
H -6.2879 -0.7590 3.8216
H -1.4293 -2.2246 2.2841
H 3.1095 0.7318 -1.9258
C -5.9300 0.1502 3.3155
H -7.3124 -0.1199 0.9989
H -1.0064 -0.5823 -5.0727
H -6.8606 -1.6962 1.6768
H -3.8386 -2.0519 2.7811
C -1.9831 -1.3884 1.8708
H 4.0547 -1.5494 2.6588
C 1.6647 -3.7554 1.5645
C 2.6549 0.7295 -2.9139
H 3.5989 3.3769 2.6036
H 5.3923 0.7635 -2.2405
C 2.8800 -3.3051 2.0967
C 0.9255 0.8638 1.2289
C 2.2039 0.4178 1.7200
C 0.6303 2.2281 1.3196
C 2.7867 1.1715 -5.3637
C 2.8513 2.6676 2.2488
C 3.1281 1.2966 2.2689
H 4.0512 0.8965 2.6790
O 4.6078 1.7140 -3.9651
H -5.1190 0.5969 3.8971
C -3.3309 -1.2935 2.1790
```

natural (NBO) atomic charge list, values in e, 5 entries: -0.52 0.17 -0.53 0.24 0.18

Arrangement ii

Formula: C29H26N3O
Source: OMol25
Level of theory: ωB97M-V with the def2-TZVPD basis set

## Properties
LUMO   -4.9 eV
Kohn-Sham gap   5.81 eV
Total charge   +1

The geometry in XYZ format:
```
59
C29H26N3O | OMol25 | ωB97M-V with the def2-TZVPD basis set
H -0.9004 -1.0952 -0.8026
H -2.0954 1.1163 2.6963
C -1.4516 -1.4263 0.0792
C -1.4938 -1.8073 -3.2561
N 0.1411 -0.1487 1.3125
C -3.1149 -2.7631 1.2237
H -3.9410 -3.4730 1.1782
H -1.0461 -2.7995 -3.1588
C -4.8341 -0.1693 -3.9734
C 0.6779 -0.7749 -2.6327
C -0.9846 -0.9994 1.3125
C -1.3518 2.0786 5.8929
H -3.1791 2.0555 4.7312
H 0.6137 1.9638 6.7960
C 3.3715 0.8565 0.4428
H 6.3748 1.9812 1.5278
C 1.0821 -0.0737 0.2973
H 3.2471 -1.2260 -3.1595
C 2.7514 -0.5267 -3.8424
C 5.6087 1.6100 0.8461
C 4.8849 0.9902 -1.4056
O 1.5481 -0.0038 -3.2467
H -0.5237 1.4817 -3.2163
C -3.3729 -0.3482 -3.7056
H 6.8827 1.6253 -0.9108
C 0.6171 0.5612 2.4405
H 2.7877 0.3194 -1.5017
H -3.0086 -2.7524 3.3958
H -1.0167 -1.2759 3.4552
C 5.8837 1.4306 -0.5213
H -2.9748 1.7680 -3.7043
C 0.6390 1.2964 4.7566
H 1.0489 -1.6249 -2.0507
H -3.0009 -2.5387 -0.9301
C -2.8299 -1.6351 -3.5805
C -2.5848 -2.3874 2.4608
H -3.4937 -2.4953 -3.7150
C -1.5131 1.3058 3.6013
C 4.3320 1.3125 1.3407
C -2.1125 1.8347 4.7434
H 3.3784 0.3468 -4.0218
C -1.4839 -1.5242 2.5020
H -1.8278 2.5035 6.7755
C -1.2014 0.6339 -3.2982
C 0.0200 1.7931 5.9003
H -5.4550 -0.6078 -3.1809
C -2.5691 -2.2640 0.0321
H 2.5239 -1.0130 -4.7989
H 4.0702 1.4042 2.3934
N 1.8623 0.9051 2.2236
H -5.1077 -0.6522 -4.9177
H 1.7147 1.1184 4.7091
N 2.1152 0.5333 0.9266
C -2.5410 0.7730 -3.5853
C 3.6202 0.6841 -0.9122
H -5.0666 0.8963 -4.0511
C -0.1284 1.0111 3.6108
C -0.6761 -0.6609 -3.0531
H 5.0842 0.8764 -2.4709
```

natural (NBO) atomic charge list, values in e, 5 entries: 0.20 0.22 -0.18 -0.13 -0.42

Which of them is least stable? Easy: arrangement ii.

Arrangement i

Formula: C3H11N2
Source: OMol25
Level of theory: ωB97M-V with the def2-TZVPD basis set

## Properties
LUMO   -4.5 eV
Kohn-Sham gap   10.74 eV
Total charge   +1

The geometry in XYZ format:
```
16
C3H11N2 | OMol25 | ωB97M-V with the def2-TZVPD basis set
H -0.1042 0.9253 -0.2096
H 2.1217 -0.0335 0.0119
H -1.7766 1.1626 0.2852
C -1.0857 1.2502 -0.5648
H -0.4881 -0.5464 0.9595
H 3.3205 -0.9637 0.8318
N 2.3521 -0.7434 0.6925
H -0.9985 2.3356 -0.6536
H 1.7436 -2.2046 1.8525
H -1.7105 -0.4185 -1.9499
N 0.1665 -0.8800 1.6547
H -0.7700 0.9331 -2.6786
H -2.4101 1.1078 -2.1790
H -0.2746 -1.2752 2.4606
C 1.3773 -1.2920 1.3768
C -1.4634 0.6425 -1.8901
```

natural (NBO) atomic charge list, values in e, 5 entries: 0.14 0.43 0.21 -0.61 0.45

Arrangement ii

Formula: C3H11N2
Source: OMol25
Level of theory: ωB97M-V with the def2-TZVPD basis set

## Properties
LUMO   -4.0 eV
Kohn-Sham gap   11.11 eV
Total charge   +1

The geometry in XYZ format:
```
16
C3H11N2 | OMol25 | ωB97M-V with the def2-TZVPD basis set
C 0.3690 -0.4181 1.5738
N -1.2582 0.0839 -1.1378
C -1.8389 1.3565 -0.5889
H -1.1638 0.1442 -2.1453
H -2.8360 1.5530 -0.9944
H -0.1244 -0.3203 -0.3831
H 1.0839 -0.3476 2.3881
H -1.8181 1.4041 0.4966
N 0.7498 -0.5878 0.3798
H 2.3274 -1.2713 -0.8281
H -2.0276 -0.5666 -1.0078
H -0.6576 -0.4215 1.9128
C 2.2065 -0.6352 0.0421
H -1.2787 2.1745 -1.0407
H 2.6139 -0.9417 1.0008
H 2.6184 0.3406 -0.1999
```

natural (NBO) atomic charge list, values in e, 5 entries: 0.07 -0.80 -0.43 0.40 0.22

Which of them is least stable? Easy: arrangement ii.

Arrangement i

Formula: C3H11N2
Source: OMol25
Level of theory: ωB97M-V with the def2-TZVPD basis set

## Properties
LUMO   -3.0 eV
Kohn-Sham gap   11.52 eV
Total charge   +1

The geometry in XYZ format:
```
16
C3H11N2 | OMol25 | ωB97M-V with the def2-TZVPD basis set
C 1.0439 0.9389 0.7819
C -0.4041 -0.7432 1.9656
H -0.4011 0.1271 2.6112
H -1.3793 -0.9192 1.5214
N 0.5987 -0.4961 0.8724
H -1.5263 -0.9706 -1.8426
C -0.6171 0.6994 -2.3027
H 0.1729 1.5284 1.0230
H 1.3755 -1.1518 0.9248
H 1.4868 1.0846 -0.1945
H -0.1116 -1.6298 2.5279
H 0.1657 -0.7176 -0.0517
H -1.4635 1.2269 -2.7401
N -0.7051 -0.3925 -1.6745
H 1.7641 1.0892 1.5815
H 0.3688 1.1638 -2.3566
```

natural (NBO) atomic charge list, values in e, 5 entries: -0.41 -0.42 0.23 0.24 -0.54

Arrangement ii

Formula: C3H11N2
Source: OMol25
Level of theory: ωB97M-V with the def2-TZVPD basis set

## Properties
LUMO   -2.9 eV
Kohn-Sham gap   12.14 eV
Total charge   +1

The geometry in XYZ format:
```
16
C3H11N2 | OMol25 | ωB97M-V with the def2-TZVPD basis set
H -1.0780 -0.6771 2.2233
H 0.1061 -0.4709 0.1723
H 2.5225 -0.8818 0.6614
C 2.4650 0.3472 -0.7622
H -2.6034 -0.4874 1.4355
H 3.5288 0.2541 -0.9650
H -2.5049 0.5124 -0.9730
C -1.4199 0.4758 -0.9871
H -1.0354 1.4764 -0.8093
H 1.9136 1.0780 -1.3469
H -1.1466 -1.3725 -0.1152
N 1.8720 -0.2714 0.1719
N -0.9595 -0.3959 0.1176
H -1.0491 0.0708 -1.9233
C -1.5814 -0.1168 1.4368
H -1.4785 0.9460 1.6233
```

natural (NBO) atomic charge list, values in e, 5 entries: 0.24 0.47 0.37 0.03 0.23

Which of them is least stable? Easy: arrangement i.